Computed, not measured: a molecular structure, C33H26BClF2N9O3W in a non-equilibrium geometry, with ωB97M-V/def2-TZVPD.

Geometry as XYZ:
```
76
Properties=species:S:1:pos:R:3
W -0.8694 0.4266 0.4877
C -2.8554 4.1310 1.9335
C -2.6207 4.1735 3.3077
C -1.9383 3.1389 3.8911
C -1.4865 2.0556 3.1213
N -1.6909 2.0324 1.7902
C -2.3834 3.0560 1.2285
N -0.8295 1.0738 3.8454
C -0.7768 -0.1405 3.4306
N -1.2291 -0.6440 2.2340
C -1.1560 -2.0238 2.2825
N -1.5023 -2.8896 1.4106
C -1.8970 -2.5809 0.1238
C -2.5326 -3.6212 -0.5695
C -2.8116 -3.4955 -1.9052
C -2.4255 -2.3291 -2.5675
C -1.8391 -1.3346 -1.8343
N -1.6073 -1.4180 -0.4984
C -0.5316 -2.4125 3.5728
C -0.2112 -3.6539 4.0810
C 0.4086 -3.6795 5.3276
C 0.6819 -2.5042 6.0268
C 0.3400 -1.2589 5.5069
C -0.2590 -1.2494 4.2633
H -3.4042 4.9063 1.4195
H -2.9770 5.0003 3.9077
H -1.7319 3.1063 4.9504
H -2.5603 2.9777 0.1666
H -2.7580 -4.5183 -0.0126
H -3.3036 -4.2991 -2.4372
H -2.5862 -2.1874 -3.6261
H -1.5275 -0.4092 -2.2922
H -0.4341 -4.5605 3.5357
H 0.6822 -4.6297 5.7669
H 1.1623 -2.5665 6.9943
H 0.5297 -0.3425 6.0491
N 2.1753 3.4432 0.7090
C 2.6576 2.7882 1.8251
C 1.8563 1.7034 2.0081
N 0.9043 1.6906 1.0189
C 1.1170 2.7443 0.2636
C 0.2361 2.9354 -0.8845
N -0.7109 2.0400 -1.0890
C -1.3722 2.4288 -2.2326
C -0.7946 3.5617 -2.7161
N 0.2259 3.8749 -1.8428
H 2.5629 4.2831 0.3146
H 3.5139 3.1457 2.3677
H 1.9134 0.9296 2.7527
H -2.2070 1.8761 -2.6199
H -1.0023 4.1621 -3.5833
H 0.8561 4.6523 -1.9428
F -3.9548 -0.1109 0.8568
B -3.0670 0.4813 0.0596
F -3.6213 1.0296 -1.0416
C 1.3821 -2.7349 -5.0492
C 2.2541 -1.5959 -4.6091
C 2.8360 -0.7262 -5.5163
C 3.6404 0.3173 -5.0808
Cl 4.3518 1.3937 -6.2503
C 3.8805 0.5088 -3.7374
C 3.2957 -0.3471 -2.8105
C 2.4914 -1.3876 -3.2464
O 1.8633 -2.2775 -2.4137
C 2.0253 -2.1295 -1.0267
C 1.1676 -1.0169 -0.4651
O 0.9453 -1.0135 0.7702
O 0.6278 -0.1350 -1.1787
H 1.3270 -2.7839 -6.1353
H 0.3698 -2.6304 -4.6534
H 1.7649 -3.6864 -4.6783
H 2.6668 -0.8642 -6.5764
H 4.5174 1.3200 -3.4119
H 3.4678 -0.1733 -1.7581
H 3.0707 -1.9681 -0.7459
H 1.6972 -3.0579 -0.5629
```

Calculated values
Total charge ... +1
Energy relative to the best compared isomer or geometry (same formula, charge and spin) ... 53.3 kJ/mol

Mulliken atomic charge list, values in e, 5 entries: W 2.453; C -1.180; C -0.359; C -0.683; C 0.425


Computed, not measured: 11 unconnected molecules or ions with the total composition C56H143N9O21 in a non-equilibrium geometry, with ωB97M-V/def2-TZVPD.

Geometry as XYZ:
```
229
Properties=species:S:1:pos:R:3
C 3.0779 0.7501 -0.4821
O 2.1837 0.6149 0.6745
C 2.6874 -0.1396 1.7899
C 2.4082 -1.6450 1.5770
C 0.9217 -1.9311 1.4891
N 2.8248 -2.4061 2.7307
H 3.9164 1.3936 -0.2157
H 2.5820 1.2461 -1.3165
H 3.4926 -0.2421 -0.6603
H 3.7372 0.0559 2.0082
H 2.0628 0.0957 2.6516
H 2.8423 -1.9486 0.6244
H 0.5757 -1.4132 0.5946
H 0.3067 -1.6667 2.3493
H 0.6971 -2.9934 1.3932
H 2.7108 -3.3596 2.4177
H 3.8153 -2.3084 2.9027
C 8.0924 7.3340 -11.2616
O 7.4422 6.1281 -11.6681
C 6.1182 5.9985 -11.1113
C 5.8913 5.2157 -9.8348
N 5.9501 3.8004 -10.1053
C 5.9518 2.8820 -9.0374
C 4.7463 3.0330 -8.0863
O 4.8676 2.3278 -6.8140
C 4.9091 0.8965 -6.9541
H 9.0767 7.2426 -11.7208
H 8.1576 7.4083 -10.1761
H 7.6167 8.2235 -11.6747
H 5.4851 5.6812 -11.9399
H 5.7181 7.0012 -10.9611
H 4.9899 5.5333 -9.3107
H 6.6938 5.5606 -9.1827
H 6.6639 3.5934 -10.7891
H 6.8137 3.0764 -8.3990
H 6.0930 1.8427 -9.3340
H 3.7907 2.7978 -8.5548
H 4.7589 4.0635 -7.7311
H 4.6888 0.3682 -6.0264
H 5.8615 0.5660 -7.3684
H 4.1616 0.6211 -7.6981
C -0.9039 -3.5349 7.9201
O -2.3030 -3.5846 8.2844
C -3.0478 -2.5633 7.5723
C -4.5178 -2.6066 8.0551
N -4.5836 -2.4894 9.5565
C -5.9945 -2.5792 9.9710
C -6.0179 -2.8417 11.4613
O -5.1765 -3.8878 11.7934
C -4.6789 -3.8594 13.1559
H -0.8250 -4.0229 6.9487
H -0.2758 -4.1738 8.5410
H -0.5612 -2.5012 7.8747
H -2.9843 -2.8074 6.5119
H -2.7355 -1.5580 7.8549
H -5.0429 -3.4916 7.6958
H -5.0845 -1.8290 7.5430
H -4.1271 -3.2745 9.9985
H -6.3925 -3.4398 9.4333
H -6.6532 -1.7574 9.6905
H -7.0082 -3.1847 11.7610
H -5.6392 -1.8968 11.8509
H -3.8195 -3.1890 13.1432
H -4.3706 -4.8348 13.5323
H -5.3411 -3.4347 13.9104
C -6.4903 -6.3229 -5.6477
O -5.7803 -6.8050 -4.4990
C -6.2905 -8.0868 -4.1484
C -5.6781 -8.7317 -2.8576
N -4.1947 -8.9702 -2.8696
C -3.5331 -9.7218 -1.7602
C -1.9953 -9.5016 -1.6627
O -1.7070 -8.2106 -1.1176
C -1.9043 -8.0860 0.2657
H -7.4885 -5.9860 -5.3682
H -6.4714 -6.9969 -6.5041
H -6.1152 -5.3968 -6.0832
H -6.0429 -8.7828 -4.9498
H -7.3768 -8.1070 -4.0607
H -6.1682 -9.6970 -2.7314
H -5.9321 -8.1007 -2.0059
H -3.7621 -8.0605 -2.9438
H -3.6457 -10.8043 -1.8192
H -4.0156 -9.5863 -0.7922
H -1.5847 -9.6883 -2.6550
H -1.5368 -10.2408 -1.0059
H -1.4959 -8.9720 0.7519
H -2.9720 -8.0626 0.4836
H -1.4423 -7.2152 0.7308
C 2.1397 7.3027 2.4527
O 2.3217 7.3411 3.8678
C 1.3253 8.1983 4.4701
C 1.5098 9.6925 4.2765
N 0.4983 10.3845 5.0328
C 0.6607 11.8967 5.0901
C -0.1562 12.5386 6.1961
O -0.2141 13.9474 6.0907
C -0.8828 14.7147 7.0543
H 1.1385 7.1889 2.0372
H 2.7992 6.5535 2.0147
H 2.5054 8.1978 1.9497
H 1.3757 7.9262 5.5244
H 0.3018 7.9250 4.2136
H 1.4095 9.9150 3.2142
H 2.5030 10.0639 4.5288
H -0.4059 10.1476 4.6501
H 0.2633 12.1024 4.0962
H 1.7368 12.0704 5.0985
H 0.3201 12.3051 7.1483
H -1.1795 12.1637 6.2146
H -1.8307 14.2448 7.3167
H -0.8582 15.7900 6.8780
H -0.2684 14.6154 7.9491
C 0.7802 -2.6790 -3.4972
O 1.5936 -3.7780 -3.7885
C 2.1561 -4.3897 -2.6657
C 2.7652 -5.7597 -3.0826
N 3.1678 -6.6286 -2.0445
C 4.2876 -6.1606 -1.1953
C 4.5903 -7.0680 0.0184
O 3.8034 -6.5618 1.0852
C 3.8893 -7.4020 2.2621
H 1.1577 -1.8801 -2.8591
H -0.0606 -2.9884 -2.8763
H 0.3418 -2.3043 -4.4221
H 1.4380 -4.7116 -1.9115
H 2.9061 -3.7361 -2.2201
H 3.6592 -5.6853 -3.7018
H 1.9520 -6.2887 -3.5795
H 2.3630 -6.8382 -1.4714
H 4.0815 -5.1358 -0.8865
H 5.1722 -6.1093 -1.8301
H 5.6648 -7.0774 0.2013
H 4.3213 -8.1040 -0.1874
H 3.5678 -8.4376 2.1517
H 3.2207 -6.9509 2.9953
H 4.9018 -7.3631 2.6638
C -4.1907 3.4207 -2.1726
O -4.9125 2.6967 -1.1320
C -3.9920 2.1444 -0.1897
C -4.7887 1.4704 0.9585
N -5.3165 2.3106 2.0280
C -4.3132 3.1690 2.7282
C -2.9970 2.4103 3.2192
O -2.2342 3.3584 3.9352
C -0.9402 2.9210 4.3393
H -3.4729 2.7741 -2.6774
H -3.6936 4.3661 -1.9556
H -4.9131 3.6951 -2.9413
H -3.3893 2.9339 0.2591
H -3.3225 1.4628 -0.7143
H -4.0971 0.7648 1.4188
H -5.5057 0.7938 0.4935
H -6.0576 2.8980 1.6733
H -4.7959 3.5124 3.6432
H -4.0380 4.0646 2.1713
H -2.4310 2.0505 2.3599
H -3.3391 1.5595 3.8084
H -0.3021 3.1293 3.4805
H -0.9145 1.8845 4.6756
H -0.6037 3.6022 5.1209
C 1.0262 6.1469 -6.5423
O 1.3060 7.0039 -7.6447
C 1.4195 8.3673 -7.3148
C 1.8107 9.0044 -8.6308
N 0.7271 8.9502 -9.6023
C 1.2404 9.4576 -10.9255
C 0.3581 9.0066 -12.0549
O 0.1780 7.5741 -12.0733
C -0.4658 7.1150 -13.2758
H 1.0960 5.1092 -6.8683
H 0.0684 6.1724 -6.0226
H 1.8000 6.2912 -5.7883
H 2.1602 8.5250 -6.5309
H 0.4720 8.8056 -7.0013
H 2.7447 8.5589 -8.9732
H 2.0544 10.0462 -8.4223
H 0.4715 7.9740 -9.6461
H 2.2595 9.1113 -11.0974
H 1.2555 10.5414 -10.8100
H 0.8502 9.2931 -12.9843
H -0.6315 9.4580 -12.1253
H -0.4700 6.0256 -13.3107
H 0.0928 7.3599 -14.1792
H -1.4697 7.5373 -13.3202
C -5.3395 -3.3031 -1.1445
O -4.8048 -3.3880 0.1552
C -4.9783 -4.7041 0.7098
C -6.3533 -4.8591 1.3803
N -6.5275 -3.9680 2.5550
C -7.7922 -4.0314 3.2910
C -8.1341 -5.4158 3.8998
O -9.5045 -5.3409 4.2423
C -9.8695 -6.6635 4.5820
H -5.3590 -2.2727 -1.4995
H -6.3924 -3.5849 -1.1426
H -4.7830 -3.9012 -1.8662
H -4.2719 -4.7283 1.5395
H -4.6161 -5.5059 0.0662
H -6.4959 -5.8929 1.6952
H -7.1244 -4.6805 0.6309
H -6.3271 -3.0264 2.2497
H -8.5963 -3.7619 2.6062
H -7.7091 -3.2168 4.0105
H -7.4201 -5.6659 4.6845
H -8.0444 -6.1966 3.1446
H -9.3028 -7.1732 5.3612
H -9.8636 -7.2820 3.6845
H -10.8746 -6.6897 5.0030
O 10.0114 -4.2599 2.7069
C 10.0887 -2.9148 2.4270
C 8.8727 -2.4950 1.6793
O 7.8480 -2.1044 2.6445
H 10.6826 -4.7386 2.2150
H 10.1587 -2.2816 3.3114
H 10.9439 -2.7724 1.7663
H 8.4290 -3.3801 1.2233
H 9.0729 -1.7260 0.9333
H 8.0261 -2.6096 3.4412
O 6.0230 -6.4232 7.8125
C 6.9528 -5.4893 7.3444
C 6.5634 -3.9716 7.6705
O 7.5580 -3.0485 7.1632
H 5.6672 -6.1818 8.6708
H 7.8988 -5.8316 7.7640
H 7.0328 -5.6189 6.2652
H 6.4629 -3.8097 8.7437
H 5.5888 -3.6140 7.3383
H 8.4028 -3.3147 7.5334
```

Calculated values
Energy relative to the best compared isomer or geometry (same formula, charge and spin) ... 200.6 kJ/mol

Mulliken atomic charge list, values in e, 5 entries: C -0.638; O -0.274; C -0.801; C 1.070; C -1.489


Computed, not measured: a molecular structure, C9H22CuIN2O5 in a non-equilibrium geometry, with ωB97M-V/def2-TZVPD.

Geometry as XYZ:
```
40
Properties=species:S:1:pos:R:3
Cu -0.4773 -0.1150 -1.5332
C 2.1733 0.9276 -3.6933
O 3.2787 0.7458 -4.1409
O 1.6938 1.6754 -2.9188
O 1.6513 -0.1961 -3.7817
I -1.8899 -3.7730 -2.1315
C 3.1936 0.6096 2.0355
C 3.2093 -0.9427 1.7750
C 3.5801 -1.8604 2.9845
O 3.1837 -3.2115 2.5931
C 3.7840 -4.2168 3.4000
N 1.9522 -1.3380 1.2627
H 2.7037 1.1981 1.2598
H 4.2308 0.9346 2.1165
H 2.5518 0.9018 2.8667
H 3.9636 -1.1146 1.0071
H 2.9633 -1.5055 3.8101
H 4.6136 -1.6849 3.2832
H 3.2038 -4.4022 4.3040
H 4.8126 -3.9753 3.6680
H 3.8593 -5.1499 2.8416
H 1.4311 -1.6294 2.0773
H 2.2910 -2.2730 1.0865
C -4.7927 2.0592 0.3882
C -3.8621 1.3759 -0.6207
C -3.7429 2.0513 -1.9382
O -2.7733 1.3773 -2.8059
C -2.8934 1.6237 -4.2360
N -2.5621 1.3951 0.0833
H -4.6961 3.1158 0.6379
H -4.6508 1.6541 1.3901
H -5.8130 1.7975 0.1081
H -4.2327 0.3591 -0.7509
H -3.4345 3.0761 -1.7310
H -4.7819 2.1508 -2.2522
H -3.8851 1.4479 -4.6529
H -2.1537 0.9574 -4.6799
H -2.5529 2.6207 -4.5155
H -2.3872 2.3350 0.4089
H -2.7430 0.9985 0.9944
```

Calculated values
Total charge ... -1
<S²> ... 0.76
Energy relative to the best compared isomer or geometry (same formula, charge and spin) ... 304.1 kJ/mol
Spin multiplicity ... 2

Mulliken atomic charge list, values in e, 5 entries: Cu 0.727; C 0.829; O -0.567; O -0.680; O -0.528


Computed, not measured: 2 unconnected molecules or ions with the total composition C2H7FN5 in a non-equilibrium geometry, with ωB97M-V/def2-TZVPD.

Geometry as XYZ:
```
15
Properties=species:S:1:pos:R:3
C -1.6805 -0.2597 0.2028
C 1.0991 0.1998 -0.0480
N -1.4859 -1.4614 0.2847
N 2.2751 0.4398 0.6760
N 1.0694 -0.9362 -0.8380
N -2.4868 0.7287 -0.0596
N 0.0402 0.9442 0.0446
F -3.8487 0.5390 0.1727
H -0.7697 -2.1582 0.4152
H 3.2230 0.0190 0.3272
H 2.4301 1.4226 0.9375
H 1.8682 -1.4178 -1.1148
H 0.2420 -1.2710 -1.2212
H -2.0905 1.5517 -0.4929
H 0.1149 1.6595 0.7140
```

Calculated values
Total charge ... +1
<S²> ... 2.03
Energy relative to the best compared isomer or geometry (same formula, charge and spin) ... 74.5 kJ/mol
Spin multiplicity ... 3

Mulliken atomic charge list, values in e, 5 entries: C 0.572; C 0.542; N -0.398; N -0.496; N -0.384


Computed, not measured: 5 unconnected molecules or ions with the total composition C16H41F3NO5PS in a non-equilibrium geometry, with ωB97M-V/def2-TZVPD.

Geometry as XYZ:
```
68
Properties=species:S:1:pos:R:3
F 0.6607 -1.8310 -1.7539
C 1.8191 -2.5960 -1.7916
F 2.0962 -2.9288 -0.4385
F 1.6683 -3.8229 -2.4581
N 2.9804 -1.8877 -2.2787
C 2.7609 -1.2301 -3.5946
C 3.9353 -0.1191 -3.7413
O 3.9405 0.6076 -2.4749
C 5.2771 0.6667 -1.9370
P 5.6684 -0.7544 -0.7109
S 7.2260 -0.1831 0.3135
H 3.8224 -2.4700 -2.2928
H 2.8814 -1.9974 -4.4395
H 1.7668 -0.7037 -3.7022
H 3.6802 0.5421 -4.6257
H 4.9416 -0.6360 -3.9264
H 5.3304 1.6134 -1.2956
H 6.0976 0.7261 -2.7214
H 5.8822 -1.9987 -1.4257
H 4.5228 -1.0175 0.1340
C 0.1353 0.0769 0.6524
C 0.3901 1.3021 1.5144
C -0.4953 2.4637 1.0937
O 1.7610 1.6834 1.4047
H 0.3592 0.2854 -0.3982
H 0.7849 -0.7489 0.9561
H -0.9053 -0.2498 0.7294
H 0.2043 1.0591 2.5642
H -0.2925 2.7537 0.0576
H -0.2951 3.3423 1.7129
H -1.5534 2.2066 1.1831
H 1.9355 1.9003 0.4801
C 2.0808 -3.1846 4.4144
C 0.7091 -3.4737 3.8248
C 0.8140 -3.9345 2.3797
O -0.0937 -2.2962 3.8906
H 2.5827 -2.3850 3.8601
H 1.9897 -2.8437 5.4488
H 2.7150 -4.0742 4.3939
H 0.2079 -4.2414 4.4200
H 1.2719 -3.1614 1.7566
H -0.1789 -4.1277 1.9652
H 1.4104 -4.8468 2.2981
H 0.3410 -1.6108 3.3672
C -4.0118 -0.3155 -1.3359
C -3.2575 0.0281 -2.6111
C -3.1977 -1.1614 -3.5569
O -1.9328 0.4403 -2.2819
H -3.5145 -1.1278 -0.7958
H -4.0373 0.5443 -0.6611
H -5.0387 -0.6194 -1.5541
H -3.7442 0.8701 -3.1102
H -2.6726 -2.0025 -3.0927
H -2.6435 -0.9036 -4.4632
H -4.2000 -1.4905 -3.8417
H -1.4934 -0.2974 -1.8395
C -3.3007 4.8200 1.9140
C -4.3084 3.9294 1.2026
C -5.7316 4.2538 1.6289
O -4.0255 2.5615 1.4960
H -3.3490 4.6762 2.9982
H -2.2831 4.5692 1.6073
H -3.4822 5.8749 1.6940
H -4.2109 4.0558 0.1213
H -5.8639 4.0896 2.7031
H -6.4434 3.5998 1.1188
H -5.9853 5.2919 1.4011
H -4.1091 2.4387 2.4501
```

Calculated values
Total energy ... -57259.7370 eV

Mulliken atomic charge list, values in e, 5 entries: F -0.099; C 0.499; F -0.249; F -0.304; N -0.064